{
  "formula": "C30H73N2O11S8",
  "method": "the ωB97M-V functional and the def2-TZVPD basis",
  "symbols": ["S", "S", "S", "S", "S", "S", "S", "S", "O", "O", "O", "O", "O", "O", "O", "O", "O", "O", "O", "N", "N", "C", "C", "C", "C", "C", "C", "C", "C", "C", "C", "C", "C", "C", "C", "C", "C", "C", "C", "C", "C", "C", "C", "C", "C", "C", "C", "C", "C", "C", "C", "H", "H", "H", "H", "H", "H", "H", "H", "H", "H", "H", "H", "H", "H", "H", "H", "H", "H", "H", "H", "H", "H", "H", "H", "H", "H", "H", "H", "H", "H", "H", "H", "H", "H", "H", "H", "H", "H", "H", "H", "H", "H", "H", "H", "H", "H", "H", "H", "H", "H", "H", "H", "H", "H", "H", "H", "H", "H", "H", "H", "H", "H", "H", "H", "H", "H", "H", "H", "H", "H", "H", "H", "H"],
  "coordinates": [[-1.3576, -3.0473, -3.5753], [-0.2544, -7.6369, -6.2809], [4.2918, -3.3309, -3.0331], [3.3892, 5.8843, -0.4028], [0.3746, 10.3847, 5.0802], [-2.6457, 5.9196, 4.2465], [-5.2337, -5.2944, 0.7762], [5.7303, -8.5564, -1.7163], [-1.5496, -2.6068, 1.3428], [-6.6307, -5.7956, 0.8960], [0.4999, 2.7143, -1.2609], [-4.8405, 1.4954, 3.9679], [2.9131, 5.1852, 0.8223], [-1.8895, 4.6504, 4.0400], [-0.7363, -8.3656, -5.0749], [2.9026, -3.8571, -2.8802], [-1.3318, -2.0280, -4.6659], [-1.0129, 9.8583, 5.2203], [5.7645, -7.5345, -2.8015], [-0.5125, 2.9550, -0.4805], [-1.7415, -1.0620, -0.4484], [1.3900, -6.9991, -5.9058], [-1.4989, 3.2467, -2.7160], [-3.5676, 0.3744, 0.5120], [-1.5222, -4.6648, -4.3516], [1.5028, 8.9955, 5.2955], [-1.7738, 2.7208, -1.2228], [-3.0094, 3.5921, -0.7352], [0.3377, -3.2866, -3.0185], [-4.5796, 1.5161, 2.5589], [1.1454, 2.2389, 1.1735], [0.2935, -8.8717, -7.4746], [0.7961, 11.2086, 6.6264], [-3.8360, 0.2136, 2.0523], [7.4256, -8.8053, -1.1573], [-1.9441, 6.7375, 5.6872], [-2.0864, 0.3573, -0.0036], [-4.7996, -4.5217, 2.3458], [5.5537, -10.1692, -2.5000], [-1.7725, -1.8583, 0.4834], [4.7413, -2.5404, -1.4769], [3.9333, 4.6197, -1.5642], [-0.4218, 2.3106, 0.8405], [-0.9440, 0.8283, 0.9624], [-2.0347, 7.1126, 3.0425], [5.0328, 6.5352, -0.0478], [-4.1337, -6.7106, 0.9575], [-2.0844, 1.1828, -1.3882], [5.4165, -4.7277, -2.8684], [-5.4094, 2.7893, 4.2795], [-1.0046, 3.1818, 2.0478], [-3.9567, 3.0620, -1.0340], [4.9369, 7.3243, 0.6973], [-1.3598, 0.7169, -2.1124], [-3.7427, -4.2495, 2.3379], [-0.9471, 7.1736, 3.0999], [6.4460, -4.3662, -2.8527], [-4.2656, -7.3615, 0.0940], [-4.3819, -7.2590, 1.8675], [-0.7565, -4.7860, -5.1199], [-0.6026, 4.2224, 2.0548], [-1.4223, -5.4449, -3.5953], [0.7655, -8.3737, -8.3228], [-0.9763, 4.2385, -2.6752], [-4.1067, -0.4665, -0.0130], [7.4569, -9.6334, -0.4480], [5.1968, -5.2751, -1.9534], [-0.0489, 0.1731, 0.7512], [1.6331, 3.2261, 0.9760], [0.6723, -2.3732, -2.5295], [2.0244, -7.8047, -5.5328], [-2.4768, 8.0896, 3.2418], [1.6496, 1.4195, 0.5875], [-5.7772, 3.3201, 3.3556], [4.6392, 3.9465, -1.0756], [5.2787, -5.3853, -3.7234], [-6.3067, 2.6940, 4.9501], [4.5634, -3.2266, -0.6473], [3.0597, 4.0552, -1.8913], [2.5299, 9.3615, 5.3208], [-2.1704, 6.1383, 6.5692], [1.2689, 8.4670, 6.2210], [1.3814, 8.3184, 4.4503], [-2.3888, 7.7270, 5.7971], [7.7628, -7.8943, -0.6644], [-0.5866, 2.6923, 2.9722], [6.3178, -10.2939, -3.2688], [4.4019, 5.0953, -2.4271], [4.5664, -10.2226, -2.9576], [0.6065, 10.5397, 7.4673], [-2.9734, -0.0824, 2.6932], [-0.8628, 6.8234, 5.5747], [-2.5222, 3.4704, -3.1411], [0.9974, -9.5582, -7.0019], [1.8257, -6.5632, -6.8060], [-0.9821, 2.4924, -3.3499], [-4.1155, 1.2999, 0.1712], [4.1240, -1.6513, -1.3509], [-2.9970, 4.5589, -1.2970], [-5.4038, -3.6229, 2.4652], [-5.0053, -5.2095, 3.1675], [8.0708, -9.0167, -2.0112], [-3.1179, 1.0717, -1.8046], [-2.9990, 3.8361, 0.3531], [1.2415, 1.9377, 2.2511], [5.7924, -2.2503, -1.5066], [5.6700, 5.7410, 0.3444], [-2.5085, -4.7310, -4.8099], [-5.5923, 1.4843, 2.0452], [5.4655, 6.9489, -0.9598], [-4.0947, 2.4655, 2.2120], [5.6465, -10.9524, -1.7466], [-1.1449, 0.6600, 2.0592], [0.9804, -3.4975, -3.8692], [-4.6256, 3.4706, 4.7208], [-4.6028, -0.6066, 2.1768], [-2.3276, 6.7781, 2.0472], [-2.1117, 3.1129, 2.1410], [0.1740, 12.0977, 6.7229], [1.2951, -6.2289, -5.1405], [-0.5778, -9.4266, -7.8204], [-3.0995, -6.3654, 0.9963], [1.8466, 11.5017, 6.6081], [0.3745, -4.1116, -2.3068]],
  "spin_multiplicity": 2,
  "homo_ev": [-8.0, -8.0],
  "total_energy_ev": -144467.80433,
  "gap_ev": [8.3, 8.3]
}


{
  "formula": "C30H74BF4N6O7",
  "method": "the ωB97M-V functional and the def2-TZVPD basis",
  "symbols": ["F", "F", "F", "F", "O", "O", "O", "O", "O", "O", "O", "N", "N", "N", "N", "N", "N", "C", "C", "C", "C", "C", "C", "C", "C", "C", "C", "C", "C", "C", "C", "C", "C", "C", "C", "C", "C", "C", "C", "C", "C", "C", "C", "C", "C", "C", "C", "B", "H", "H", "H", "H", "H", "H", "H", "H", "H", "H", "H", "H", "H", "H", "H", "H", "H", "H", "H", "H", "H", "H", "H", "H", "H", "H", "H", "H", "H", "H", "H", "H", "H", "H", "H", "H", "H", "H", "H", "H", "H", "H", "H", "H", "H", "H", "H", "H", "H", "H", "H", "H", "H", "H", "H", "H", "H", "H", "H", "H", "H", "H", "H", "H", "H", "H", "H", "H", "H", "H", "H", "H", "H", "H"],
  "coordinates": [[-0.9678, -2.2831, -4.3748], [0.5007, -0.7287, -3.6117], [-0.2982, -0.7389, -5.6976], [1.1041, -2.3296, -5.1402], [-0.0668, 3.7613, -2.4295], [5.1413, -3.6135, 2.6855], [-3.9125, -0.9690, -4.5503], [2.9787, -4.9027, -3.2635], [2.4266, 1.4041, -0.8212], [0.6124, 5.4120, 0.1659], [6.0591, 0.0501, -3.7029], [2.3728, 3.8992, 0.8053], [1.0608, 1.8946, -3.3458], [-5.6247, -1.2977, -2.9558], [5.4163, 0.9934, -1.5966], [-2.2344, 0.0761, 4.1634], [0.7035, -4.6746, -3.5838], [1.5571, 3.7759, 2.1484], [-0.3557, -1.4847, 4.0707], [-1.6848, 1.0490, 3.0984], [1.7410, 5.0028, -0.1639], [2.0956, 0.3465, 0.0318], [0.0015, -4.1662, -2.2585], [-1.9105, -1.4127, 3.8239], [-0.0303, -0.5392, 5.2945], [-2.4300, 0.9002, 1.6504], [2.6172, 5.4065, -1.3209], [-1.3718, 2.3665, -3.8886], [5.3471, -0.0555, -2.7459], [-1.9021, 1.9638, 0.6520], [-5.7807, 1.8404, 4.9667], [1.9225, -5.4694, -3.2866], [-3.7913, 0.2246, 4.3372], [-4.1853, -1.0901, -3.3361], [-4.2336, 1.7281, 4.7139], [-1.4170, 0.1485, 5.5220], [1.7130, -6.9664, -3.1068], [6.3228, 0.5322, -0.4565], [-0.1323, 2.7669, -3.1395], [-6.0617, 3.1118, 5.8366], [4.3968, -1.1820, -2.5882], [1.1042, -0.7027, -0.3964], [-5.8404, -2.6551, -2.1890], [3.6611, -1.6387, 3.1173], [1.8889, 2.3226, -4.6028], [-3.1714, -0.9794, -2.1679], [4.4990, -2.4654, 2.1910], [0.1171, -1.5034, -4.6651], [3.3755, -0.8615, -2.7944], [-5.5227, 3.1134, 6.7840], [-2.2586, 1.7338, -0.3520], [-7.1382, 3.2093, 5.9770], [-1.2686, 2.8781, -4.8455], [-5.7492, 4.0093, 5.3027], [7.2277, 0.1137, -0.8971], [-5.7243, -3.5131, -2.8512], [-3.7493, 2.0812, 5.6243], [-2.2424, -0.4998, -2.4762], [1.6888, 4.6996, 2.7119], [4.4781, 1.1406, -1.2527], [2.6855, -7.4154, -2.9047], [3.8401, -2.7825, 1.3827], [-5.9804, -0.5412, -2.3890], [-4.0375, 2.4600, 3.9303], [0.7058, -3.7063, -1.5653], [-2.5946, -0.0837, 1.2111], [-1.3242, 1.1266, 5.9941], [2.2494, 3.3513, -4.6035], [1.8747, 2.9603, 2.7980], [1.2364, -7.5325, -3.9071], [3.0082, -0.2038, 0.2606], [-6.8829, -2.5587, -1.8856], [1.4563, -1.6675, -0.7613], [-0.6071, 0.9427, 2.9747], [2.2170, 6.0723, -2.0855], [2.7101, 4.5047, -1.9260], [5.7172, 1.8134, -2.1038], [4.5981, -2.0764, -3.1778], [1.0839, -7.2205, -2.2537], [-0.7854, -3.4426, -2.4715], [-2.2809, 2.9276, 0.9922], [-3.5135, -0.3021, -1.3854], [0.2404, -1.3357, 3.1704], [-2.3617, -2.0189, 4.6095], [-2.2841, 2.6037, -3.3412], [0.9491, -3.8914, -4.1723], [-0.4582, -5.0386, -1.7939], [5.7287, -0.1793, 0.1170], [-1.7885, 2.0019, 3.6172], [1.3425, 2.2376, -5.5421], [0.4919, 3.6369, 1.9640], [2.4629, 3.0591, 0.2519], [0.3077, -1.1751, 6.1127], [-3.0231, -1.8905, -1.5881], [0.0032, -2.4696, 4.3696], [4.2362, -1.3871, 4.0084], [-4.0390, -0.3516, 5.2286], [-2.1712, -1.7381, 2.8168], [0.3197, -0.5047, -1.1267], [-6.2450, -1.3254, -3.7523], [0.6627, -0.9689, 0.5640], [-4.3889, -0.1073, 3.4881], [-1.9818, -0.4538, 6.2336], [0.0490, -5.1643, -4.1770], [4.4300, -1.5413, -1.5597], [1.7924, 0.7284, 1.0067], [1.6710, 1.8563, -2.5419], [-0.8268, 2.0910, 0.5265], [-3.4882, 1.0918, 1.8282], [5.1146, -1.7951, 1.5912], [2.8194, -2.2532, 3.4368], [3.1839, -0.7948, 2.6191], [0.7537, 0.9367, -3.4363], [-6.0134, 0.9584, 5.5634], [6.4303, 1.3968, 0.1986], [2.7569, 1.6655, -4.6576], [-5.1784, -2.7907, -1.3338], [3.6553, 5.5886, -1.0427], [0.7457, 0.1889, 5.0582], [-1.2762, 1.3160, -4.1633], [-6.4097, 1.7553, 4.0805], [3.3356, 4.2034, 0.8247]],
  "homo_ev": -9.5,
  "total_energy_ev": -67102.22157,
  "total_charge": 3,
  "gap_ev": 1.8
}